(1)
DFT (the ωB97M-V functional and the def2-TZVPD basis) results for an isolated ion of composition CH3N3 and charge +2.

Structure (SMILES)   N#[N+]C=[NH2+]
Total charge   +2
Strongest force on any atom   9.4 eV/A
HOMO-LUMO gap   10.80 eV
DFT total energy   -5530.549 eV
Highest occupied orbital energy   -26.28 eV
ΔE to the lowest compared entry with this formula, charge and spin   22.0 kcal/mol

Structure (XYZ):
```
7
Properties=species:S:1:pos:R:3:forces:R:3:mulliken_charge:R:1
N -1.1290 1.2470 2.8446 0.8746 -0.0241 -1.9937 0.20
N -0.7042 1.0563 1.8329 -0.1517 -0.7413 4.9600 0.51
C -0.3868 0.6851 0.5740 0.5400 -3.2063 -6.9491 0.29
N 0.2110 -0.4583 0.0262 -3.6146 7.3013 4.6250 0.00
H -0.9724 1.4721 -0.0837 1.3643 -1.7342 0.3414 0.37
H 0.0899 -0.6227 -0.9277 -0.2677 0.1014 -2.7614 0.32
H 0.7586 -1.1100 0.5027 1.2551 -1.6968 1.7777 0.31
```
Positions in Å, forces in eV/Å.

***

(2)
DFT (the ωB97M-V functional and the def2-TZVPD basis) results for a 2-piece molecular cluster, C5H10O overall.

Structure (SMILES)   C=CCCC=O.[H][H]
Total charge   0
Strongest force on any atom   0.6 eV/A
HOMO-LUMO gap   10.90 eV
DFT total energy   -7392.733 eV
Highest occupied orbital energy   -9.88 eV
ΔE to the lowest compared entry with this formula, charge and spin   46.9 kcal/mol

Structure (XYZ):
```
16
Properties=species:S:1:pos:R:3:forces:R:3:mulliken_charge:R:1
C -0.4104 -2.2520 0.5898 0.0534 0.0837 -0.0198 -0.80
C 0.4455 -1.3145 0.2001 -0.0885 -0.1026 0.0873 0.06
C 0.3872 -0.5838 -1.1126 0.0167 -0.0860 -0.0681 -0.71
C -0.0297 0.8849 -0.9242 -0.1131 0.0655 0.0382 -0.41
C 0.9314 1.6149 -0.0217 -0.0522 0.2272 0.2462 -0.01
O 0.6248 2.2602 0.9527 0.1745 -0.2742 -0.4901 -0.45
H -1.2249 -2.5852 -0.0505 0.1220 0.0623 0.0416 0.25
H -0.3392 -2.7140 1.5703 0.0261 0.0572 -0.1482 0.26
H 1.2390 -1.0077 0.8834 -0.1099 -0.0445 -0.0537 0.27
H 1.3700 -0.6183 -1.6035 -0.1236 0.0008 0.0851 0.31
H -0.3211 -1.0767 -1.7871 0.0824 0.0742 0.0999 0.34
H -0.0188 1.3940 -1.8989 0.0200 -0.0531 0.1403 0.32
H -1.0376 0.9601 -0.5058 0.1372 -0.0077 -0.0404 0.25
H 2.0018 1.5214 -0.3117 -0.0517 0.0145 0.0323 0.34
H -2.1423 1.6526 2.1402 0.0389 0.0131 -0.0135 0.22
H -1.4757 1.8641 1.8794 -0.1321 -0.0305 0.0628 -0.23
```
Positions in Å, forces in eV/Å.

***

(3)
DFT (the ωB97M-V functional and the def2-TZVPD basis) results for C20H11BrCl4MgN2O4 as an isolated structure.

Total charge   0
Strongest force on any atom   0.3 eV/A
HOMO-LUMO gap   5.84 eV
DFT total energy   -157669.342 eV
Highest occupied orbital energy   -6.76 eV
ΔE to the lowest compared entry with this formula, charge and spin   5.8 kcal/mol

Structure (XYZ):
```
43
Properties=species:S:1:pos:R:3:forces:R:3:mulliken_charge:R:1
Mg -2.2756 -0.8108 -0.9391 0.0535 0.1144 -0.0998 0.79
C -4.3820 -0.6410 1.1727 0.1632 -0.0686 -0.0303 -0.74
O -3.3431 0.1701 0.5585 -0.0589 0.2599 0.2009 -0.22
C -2.5077 0.9258 1.3698 -0.1126 -0.1674 -0.0663 1.62
C -2.8492 1.4411 2.6006 0.0824 0.0942 0.0089 -0.85
C -1.9049 2.1996 3.2901 -0.0173 -0.0447 -0.0676 -0.62
Br -2.3655 2.9221 4.9700 -0.0243 0.0090 0.0445 -0.20
C -0.6495 2.4307 2.7750 0.0097 -0.0005 0.0090 -0.62
C -0.3072 1.9075 1.5278 0.0732 0.0375 0.0090 1.00
C -1.2474 1.1646 0.8225 -0.0509 0.0001 -0.0068 0.20
O -0.9890 0.6396 -0.3986 -0.2175 0.0639 0.0276 -1.12
C 1.0101 2.0631 0.9144 -0.1677 0.0043 0.1233 -0.01
N 1.2806 1.5442 -0.2609 0.2344 0.1472 0.0167 -0.35
C 2.6075 1.8531 -0.5230 -0.0943 -0.1113 -0.1198 0.30
C 3.4005 1.5360 -1.6231 0.0406 0.0264 0.0370 -0.77
C 4.7076 1.9741 -1.6027 -0.0265 0.0180 0.0388 -0.55
C 5.2176 2.7090 -0.5184 0.0420 -0.0149 -0.0522 -0.38
C 4.4410 3.0278 0.5767 -0.0423 -0.0195 -0.0351 -1.06
C 3.1239 2.5823 0.5482 0.0348 0.0663 0.0945 0.63
N 2.0766 2.7054 1.4517 0.0508 -0.0375 -0.0917 -0.07
H -4.7379 -0.1859 2.0886 -0.0405 0.0233 -0.0093 0.37
H -3.9619 -1.6287 1.3596 -0.0555 -0.0160 0.0064 0.29
H -5.1920 -0.6830 0.4505 0.0061 -0.0597 0.0095 0.26
H -3.8221 1.2857 3.0370 -0.0288 -0.0113 0.0115 0.37
H 0.0573 3.0142 3.3478 0.0161 0.0063 -0.0015 0.49
H 0.0021 0.8893 -0.6420 0.1080 -0.0439 -0.0243 0.66
H 3.0014 0.9646 -2.4492 -0.0101 -0.0093 -0.0118 0.48
H 5.3563 1.7456 -2.4366 0.0236 0.0066 0.0002 0.39
H 6.2500 3.0307 -0.5430 0.0015 0.0015 -0.0006 0.39
H 4.8417 3.5913 1.4077 -0.0044 0.0064 0.0191 0.38
H 2.1087 3.1605 2.3462 0.0041 -0.0022 0.0046 0.22
Cl 0.5848 -6.6535 -1.3398 -0.0106 0.0241 -0.0161 -0.21
C -0.1659 -5.1478 -1.7412 0.0254 -0.1043 0.1152 0.33
C -0.1133 -4.6606 -3.0319 0.0267 0.0197 -0.1645 0.14
Cl 0.7062 -5.5441 -4.2730 -0.0131 0.0012 0.0393 -0.21
C -0.7237 -3.4392 -3.3371 -0.0915 0.0578 -0.0946 0.33
Cl -0.6678 -2.7955 -4.9443 0.0216 -0.0269 0.0296 -0.21
C -1.3948 -2.6952 -2.3758 0.0140 -0.0559 0.1983 0.24
O -1.9586 -1.5167 -2.6480 0.0702 -0.1304 0.0666 -1.05
C -1.4428 -3.2007 -1.0285 0.0391 -0.0106 -0.2102 0.39
O -2.0482 -2.4745 -0.0896 -0.0237 -0.0425 -0.0605 -0.93
C -0.8271 -4.4132 -0.7513 -0.0600 -0.0096 0.0761 0.12
Cl -0.8965 -4.9879 0.8818 0.0097 -0.0014 -0.0236 -0.21
```
Positions in Å, forces in eV/Å.

***

(4)
DFT (the ωB97M-V functional and the def2-TZVPD basis) results for a 4-piece molecular cluster, C4H16NO5 overall.

Total charge   0
⟨S²⟩   0.7552
Strongest force on any atom   10.2 eV/A
HOMO-LUMO gap (spin up / spin down)   10.58 / 6.81 eV
DFT total energy   -16128.505 eV
Highest occupied orbital energy (spin up / spin down)   -10.14 / -10.10 eV
Multiplicity   2
ΔE to the lowest compared entry with this formula, charge and spin   65.9 kcal/mol

Structure (XYZ):
```
26
Properties=species:S:1:pos:R:3:forces:R:3:lowdin_spin:R:1
C -2.1735 -0.2905 -0.1677 0.9382 3.3710 -1.8037 0.11
O -2.0392 -1.0299 0.9038 0.1648 -1.0031 0.4051 0.69
C -0.9050 0.1448 -1.0407 1.3646 -0.3202 -1.2624 0.01
C 0.3966 -0.0240 -0.1788 -0.5851 -3.2247 1.6311 0.00
C 1.6868 -0.5606 -0.9058 1.2460 0.3133 0.1998 0.00
O 2.9153 0.2661 -0.9421 1.6660 -8.6662 1.3691 0.00
N -1.1025 1.6122 -1.5834 1.0490 -1.2101 -0.7573 0.00
H -2.9532 -0.6721 -0.8316 -0.5470 0.2731 0.1170 0.03
H -2.4413 0.8122 0.1558 -0.7308 -1.6711 -0.4207 0.08
H -0.8561 -0.6003 -2.0127 -0.0550 2.0670 2.2807 0.00
H 0.5221 0.7603 0.5284 0.4604 1.5350 -0.2358 0.00
H 0.1719 -0.8177 0.7421 0.5024 1.7393 -2.8085 0.00
H 2.1989 -1.4059 -0.4124 -1.4679 -0.2382 -0.3962 0.00
H 1.4842 -0.7252 -1.9701 -0.3196 -0.5398 0.3414 0.00
H 2.6501 1.0460 -1.0946 -2.7730 9.4040 -2.9203 0.00
H -0.4663 1.7718 -2.4225 -1.2106 -0.5385 1.4696 0.00
H -0.8795 2.4143 -0.9511 -0.0886 -1.4828 -0.1235 0.00
H 2.7310 1.2779 0.3358 0.5096 -0.4095 0.1598 0.00
H 2.4130 0.7579 1.6404 -1.8857 -6.2298 3.4326 0.00
O 2.6500 1.4905 1.2548 1.7007 7.1567 -1.6769 0.00
H 0.3616 -2.8413 1.4340 0.5308 0.6737 4.9591 0.00
H -0.5318 -2.4434 0.3081 0.7023 -0.6781 0.4410 0.00
O 0.2503 -2.9754 0.5638 -1.2515 -0.7703 -5.2552 0.01
H -2.2217 -0.0622 2.3307 0.4083 2.3185 1.5690 0.00
H -1.8711 1.1760 1.7255 0.7285 1.8980 -2.6645 0.00
O -1.9906 0.9184 2.5902 -1.0567 -3.7671 1.9496 0.05
```
Positions in Å, forces in eV/Å.

***

(5)
DFT (the ωB97M-V functional and the def2-TZVPD basis) results for C6H11NS as an isolated structure.

Total charge   0
Strongest force on any atom   6.5 eV/A
HOMO-LUMO gap   9.58 eV
DFT total energy   -18721.869 eV
Highest occupied orbital energy   -8.79 eV
ΔE to the lowest compared entry with this formula, charge and spin   83.6 kcal/mol

Structure (XYZ):
```
19
Properties=species:S:1:pos:R:3:forces:R:3:mulliken_charge:R:1
C 1.2834 1.4615 -0.0681 1.6099 2.0842 -0.5665 -1.45
C 0.8090 0.0219 0.0353 -1.5313 -0.9927 0.3823 0.79
C -0.0936 -0.4079 1.2545 0.8900 0.4618 2.7270 -0.95
C -1.4199 -0.6976 0.5868 -0.8538 -2.0309 1.6329 -0.11
C -1.6070 0.4033 -0.4419 -0.3305 -1.2841 -1.8670 -0.42
C -0.3448 -0.3751 -0.9795 2.5606 -0.3504 -0.9021 -0.39
H 1.8427 1.8875 0.8772 -0.8812 -1.2282 -1.8080 0.33
H 1.9779 1.5437 -0.9985 -0.7960 -0.1989 1.7480 0.36
H 0.5409 2.2787 -0.3168 0.1484 -1.3052 0.4919 0.33
H 3.4312 -0.3425 -0.1493 -2.4426 -1.1337 0.0553 0.15
H -0.0845 0.4647 2.0558 -0.0251 -2.2112 -1.1257 0.28
H 0.1654 -1.5132 1.5608 0.2110 2.6540 0.4164 0.37
H -2.2305 -1.2137 1.2087 0.9908 1.3009 -0.5446 0.33
H -2.4658 0.2587 -1.2567 1.5494 0.6181 2.1643 0.21
H -1.4423 1.3846 0.0278 -0.4389 -0.0620 -0.9076 0.27
H 0.1546 -0.4737 -1.9634 -1.1372 0.5242 -0.0777 0.44
H -1.9065 -1.7685 -0.9231 4.0441 -0.8555 0.8765 0.30
N -0.8209 -1.7254 -0.3958 -5.3409 2.6428 -2.5552 -0.59
S 2.2107 -1.1869 -0.1137 1.7734 1.3666 -0.1402 -0.24
```
Positions in Å, forces in eV/Å.

***

(6)
DFT (the ωB97M-V functional and the def2-TZVPD basis) results for C35H30N5O2RuS2 as an isolated structure.

Total charge   +1
Strongest force on any atom   1.0 eV/A
HOMO-LUMO gap   6.51 eV
DFT total energy   -72574.810 eV
Highest occupied orbital energy   -10.92 eV
ΔE to the lowest compared entry with this formula, charge and spin   0.0 kcal/mol

Structure (XYZ):
```
75
Properties=species:S:1:pos:R:3:forces:R:3:mulliken_charge:R:1
Ru -0.1142 -0.4740 -0.2355 0.7445 -0.6326 -0.3228 0.09
S 0.6272 0.0560 4.1379 0.0349 -0.2420 -0.0202 -0.29
C -1.0678 0.0565 3.9461 -0.0126 0.2045 -0.2036 -0.52
C -1.4533 -0.0934 2.6436 -0.0164 -0.2261 0.0595 -0.73
C -0.3576 -0.2872 1.7466 -0.2352 0.0879 0.5646 0.93
C 0.8236 -0.2422 2.4534 0.1677 0.1451 -0.0434 0.32
C 2.0652 -0.3279 1.7303 0.0231 0.1001 -0.1267 0.32
C 3.3509 -0.2365 2.2630 -0.0341 -0.0317 -0.0488 -1.02
C 4.4353 -0.3101 1.4171 -0.0017 0.0120 -0.0317 -0.57
C 4.2279 -0.4614 0.0486 0.0036 0.0227 0.0068 -0.92
C 2.9367 -0.5359 -0.4216 -0.0472 0.0594 -0.0222 -0.74
N 1.8772 -0.4740 0.3979 0.2715 0.0326 0.3908 0.83
H -1.6999 0.1936 4.8071 -0.0554 0.0411 0.0431 0.51
H -2.4906 -0.0788 2.3474 0.0384 -0.0304 0.0726 0.39
H 3.4798 -0.1081 3.3283 -0.0110 -0.0072 0.0286 0.49
H 5.4388 -0.2452 1.8131 0.0317 -0.0025 0.0115 0.44
H 5.0539 -0.5187 -0.6440 0.0158 -0.0036 -0.0162 0.48
H 2.7066 -0.6366 -1.4751 0.0268 0.0062 0.0590 0.45
C 3.8817 1.9467 -7.8816 -0.0107 0.0028 0.0174 -1.45
C 2.9088 1.4502 -6.8497 0.0434 0.0197 -0.0298 0.95
C 3.2328 0.3864 -6.0111 -0.0369 -0.0291 0.0472 -0.89
C 2.3339 -0.0760 -5.0646 0.0235 0.0803 -0.0558 -0.69
C 1.0964 0.5415 -4.9511 0.0036 0.1590 -0.0652 -0.25
C 0.7448 1.5992 -5.7786 0.1021 -0.0561 -0.0461 -0.34
C 1.6562 2.0449 -6.7218 -0.0612 0.0044 0.0208 -0.74
S -0.0419 -0.0435 -3.7538 -0.3876 -0.1387 -0.1194 1.70
O -0.0841 -1.4785 -3.8675 0.0453 -0.0137 0.1127 -0.82
O -1.2821 0.6934 -3.8941 0.0689 -0.0122 -0.0083 -0.85
N 0.5804 0.2662 -2.3014 -0.0529 -0.3435 0.0666 0.36
C 0.6194 1.5348 -1.8030 0.2211 0.1804 -0.0458 0.36
C 0.8652 2.7769 -2.4033 -0.0218 -0.0805 -0.0610 -1.00
C 0.9593 3.8753 -1.5808 -0.0084 0.0422 -0.0023 -0.43
C 0.8071 3.7619 -0.1939 0.0302 0.0747 0.0949 -1.12
C 0.5374 2.5287 0.3403 -0.0285 -0.1001 -0.3414 -0.43
N 0.4322 1.4666 -0.4763 -0.3825 -0.0212 0.3903 0.84
H 4.7960 1.3571 -7.8819 0.0119 -0.0056 -0.0030 0.34
H 4.1477 2.9877 -7.6928 0.0006 0.0022 -0.0032 0.34
H 3.4437 1.8978 -8.8785 -0.0019 0.0010 -0.0157 0.36
H 4.1976 -0.0930 -6.1104 0.0290 -0.0181 -0.0026 0.32
H 2.5821 -0.9188 -4.4346 -0.0015 -0.0386 0.0330 0.49
H -0.2340 2.0473 -5.6894 -0.0547 0.0257 0.0150 0.54
H 1.3854 2.8628 -7.3772 -0.0038 0.0203 -0.0206 0.42
H 0.9988 2.8528 -3.4720 -0.0067 0.0092 0.0152 0.41
H 1.1627 4.8441 -2.0171 0.0015 0.0246 0.0025 0.46
H 0.8862 4.6229 0.4518 0.0126 0.0289 0.0014 0.50
H 0.3702 2.3515 1.3922 -0.0061 -0.0159 0.0629 0.48
C 0.6901 -2.4530 -0.5770 -0.2594 0.6147 0.2486 -1.46
C -0.7086 -2.7874 -0.4843 0.1911 -0.3063 -0.0337 1.28
C -1.5059 -3.0670 -1.6180 -0.1620 0.1575 -0.1634 -0.92
C -2.8214 -3.4116 -1.4642 -0.0266 0.0646 -0.1113 -0.96
C -3.3803 -3.4805 -0.1729 -0.2022 -0.0453 -0.0599 0.70
C -2.6176 -3.2353 0.9504 0.0889 0.0852 0.1108 -0.87
C -1.2750 -2.9024 0.7897 -0.2032 0.2240 0.1974 0.00
C -4.7752 -3.8124 -0.0223 0.3231 0.0864 -0.0703 -0.16
N -5.8907 -4.0488 0.0930 -0.2425 -0.0522 0.0415 -0.44
H 1.2214 -2.6054 -1.5056 -0.2365 0.2153 -0.2986 0.57
H 1.2871 -2.7096 0.2911 -0.0890 -0.0517 -0.0174 0.54
H -1.0661 -2.9826 -2.5995 0.0322 -0.0032 -0.1018 0.55
H -3.4388 -3.6278 -2.3249 -0.0109 -0.0214 -0.0035 0.52
H -3.0570 -3.3242 1.9341 0.0326 0.0285 0.0190 0.51
H -0.6494 -2.7526 1.6532 0.0575 -0.0718 0.1469 0.63
N -2.1455 0.1368 -0.8503 -0.0075 -0.1065 -0.4207 -0.30
C -3.0006 1.0079 -0.0655 0.0455 0.0609 -0.0165 0.34
C -4.0515 0.4826 0.6693 -0.0047 0.0065 -0.0545 -0.41
C -4.8573 1.3229 1.4240 0.0448 0.0046 -0.0365 -0.47
C -4.6155 2.6880 1.4405 0.0327 0.0183 -0.0302 -0.66
C -3.5812 3.2116 0.6765 -0.0474 -0.0393 0.0295 -0.76
C -2.7785 2.3752 -0.0838 0.0179 0.0297 0.0009 -0.32
H -2.6812 -0.7045 -1.0706 0.1490 0.0103 0.0439 0.31
H -1.9877 0.5806 -1.7665 -0.0155 -0.1602 0.1251 0.30
H -4.2430 -0.5822 0.6582 -0.0171 -0.1153 -0.0207 0.39
H -5.6777 0.9078 1.9927 -0.0168 -0.0170 0.0098 0.45
H -5.2430 3.3430 2.0278 -0.0128 0.0183 0.0113 0.41
H -3.4058 4.2782 0.6574 -0.0007 0.0282 0.0046 0.43
H -2.0011 2.7927 -0.7102 0.0667 -0.0004 -0.0109 0.49
```
Positions in Å, forces in eV/Å.

***

(7)
DFT (the ωB97M-V functional and the def2-TZVPD basis) results for a 2-piece molecular cluster, C5H9N3 overall.

Structure (SMILES)   [H]/N=C(\N)C=C.CC#N
Total charge   0
Strongest force on any atom   3.4 eV/A
HOMO-LUMO gap   9.72 eV
DFT total energy   -9799.253 eV
Highest occupied orbital energy   -8.93 eV
ΔE to the lowest compared entry with this formula, charge and spin   51.1 kcal/mol

Structure (XYZ):
```
17
Properties=species:S:1:pos:R:3:forces:R:3:mulliken_charge:R:1
H 1.3454 -1.6580 -0.5884 0.1799 -0.1312 0.5236 0.24
N 0.4478 -1.6142 -0.1035 -0.2714 1.2673 -1.0496 -0.68
C 0.2996 -0.5348 0.5847 0.3781 -2.3526 2.3391 0.56
N 1.3564 0.1923 1.1299 -0.2385 0.2814 -0.7948 -0.42
C -1.0240 -0.3075 1.2630 -0.1148 -1.4542 0.6636 -0.32
C -2.0270 -1.1814 1.1353 0.6967 0.6638 -0.0214 -0.74
H 2.2617 -0.2536 1.1350 -0.2002 0.1648 0.0151 0.21
H 1.1615 0.8511 1.8661 0.0365 -0.1018 -0.0930 0.19
H -1.0514 0.4545 2.0307 -0.1244 0.2946 -0.2288 0.23
H -1.9349 -1.9948 0.4346 -0.0046 -0.1093 -0.1009 0.30
H -2.9552 -1.0637 1.6704 -0.0374 0.0423 0.1484 0.28
C 0.7394 1.1663 -2.0584 0.6729 -0.3219 0.0562 -1.01
C -0.3186 1.1169 -1.0744 -2.9272 1.7263 -0.1130 0.75
N -1.3260 1.3105 -0.5177 1.8936 0.1741 -1.2700 -0.49
H 0.4184 1.7356 -2.9314 -0.0566 -0.0297 0.1397 0.34
H 1.6242 1.6301 -1.6200 -0.0142 -0.0405 -0.0805 0.28
H 0.9829 0.1507 -2.3559 0.1315 -0.0732 -0.1337 0.27
```
Positions in Å, forces in eV/Å.

***

Among the records above, which one has the lowest strongest force on any atom?
C20H11BrCl4MgN2O4

***

What is the ΔE to the lowest compared entry with this formula, charge and spin in the fifth record?
83.6 kcal/mol